Entry 1:
{"formula": "C8H8N2", "method": "ωB97M-V with the def2-TZVPD basis set", "symbols": ["N", "N", "C", "C", "C", "C", "C", "C", "C", "C", "H", "H", "H", "H", "H", "H", "H", "H"], "xyz": [[0.943, -2.484, -0.990], [-0.738, 1.140, 0.101], [0.579, 0.917, 0.475], [-1.212, 2.469, 0.241], [0.894, -0.550, 0.499], [0.297, -1.248, -0.608], [1.980, -1.443, 0.807], [-1.468, 0.198, -0.570], [1.949, -2.547, -0.158], [-0.932, -0.877, -1.077], [0.807, 1.976, 1.095], [2.508, -3.609, -0.307], [-2.291, 2.389, 0.734], [-2.629, 0.405, -0.417], [-1.627, -1.900, -1.311], [2.856, -0.948, 1.435], [-0.560, 3.141, 0.797], [-1.358, 2.972, -0.746]], "lowdin_charge": [0.05, -0.21, 0.09, -0.08, -0.16, -0.30, -0.10, -0.14, -0.21, -0.06, 0.17, 0.14, 0.14, 0.17, 0.20, 0.11, 0.07, 0.11], "multiplicity": 1, "homo_energy_ev": -7.36, "homo_lumo_gap_ev": 7.21}

***

Entry 2:
{"formula": "C8H8N2O4PtS", "method": "ωB97M-V with the def2-TZVPD basis set", "symbols": ["Pt", "S", "O", "O", "O", "O", "N", "N", "C", "C", "C", "C", "C", "C", "C", "C", "H", "H", "H", "H", "H", "H", "H", "H"], "xyz": [[1.534, 1.062, -2.161], [0.820, 1.658, 0.476], [0.817, -1.925, -4.670], [3.231, 2.506, -4.264], [-0.436, 3.394, -2.054], [3.935, 0.837, -0.282], [-1.493, 0.349, 0.627], [0.388, -0.790, 1.421], [-1.819, -1.695, 1.901], [0.187, 2.423, -2.123], [2.555, 1.775, -3.651], [1.010, -1.084, -3.938], [-0.164, 0.296, 0.847], [-0.400, -1.569, 2.397], [-2.393, -0.337, 1.577], [3.012, 0.769, -0.980], [-1.813, -2.298, 0.979], [1.399, -0.703, 1.576], [0.104, -2.534, 2.511], [-0.372, -1.048, 3.365], [-1.808, 1.236, 0.222], [-3.377, -0.385, 1.104], [-2.474, 0.277, 2.487], [-2.443, -2.215, 2.634]], "mulliken_spin": [0.47, 1.07, 0.00, 0.00, 0.03, 0.03, 0.08, 0.08, 0.00, 0.08, 0.15, 0.00, -0.07, 0.00, 0.00, 0.08, 0.00, -0.01, 0.00, 0.00, -0.01, 0.00, 0.00, 0.00], "multiplicity": 3, "s2": 2.01, "homo_energy_ev": [-16.23, -17.95], "charge": 2, "homo_lumo_gap_ev": [8.10, 6.16]}

***

Entry 3:
{"formula": "C8H8N2OS2", "method": "ωB97M-V with the def2-TZVPD basis set", "symbols": ["S", "S", "O", "N", "N", "C", "C", "C", "C", "C", "C", "C", "C", "H", "H", "H", "H", "H", "H", "H", "H"], "xyz": [[2.839, -1.687, 3.383], [0.252, -1.459, 2.340], [2.472, -1.649, 5.089], [-1.373, -0.061, 0.486], [1.838, -0.914, 2.503], [0.647, -0.498, -0.334], [-0.031, 0.204, -1.370], [-1.276, 0.454, -0.751], [-0.224, -0.719, 0.713], [-1.904, 1.694, -2.642], [-2.249, 1.195, -1.406], [0.217, 0.623, -2.630], [-0.672, 1.443, -3.246], [-2.678, 2.189, -3.290], [2.170, -0.790, 5.346], [1.199, 0.613, -3.085], [-3.162, 1.694, -0.878], [1.714, -0.796, -0.256], [-0.294, 1.873, -4.124], [-2.208, -0.272, 0.927], [2.721, -3.138, 3.226]], "lowdin_charge": [0.84, 0.80, -0.39, 0.08, -0.81, -0.04, -0.18, -0.24, -0.52, -0.11, -0.03, -0.06, -0.10, 0.12, 0.02, 0.12, 0.15, 0.11, 0.09, 0.13, 0.03], "multiplicity": 1, "homo_energy_ev": -7.65, "homo_lumo_gap_ev": 8.07}

***

Entry 4:
{"formula": "C8H8N2S", "method": "ωB97M-V with the def2-TZVPD basis set", "symbols": ["S", "N", "N", "C", "C", "C", "C", "C", "C", "C", "C", "H", "H", "H", "H", "H", "H", "H", "H"], "xyz": [[3.863, -0.545, 0.271], [0.519, 1.507, -0.156], [0.921, -0.707, -0.308], [-1.977, 1.280, 0.262], [-0.655, 0.826, -0.002], [2.895, 0.768, -0.378], [1.408, 0.523, -0.218], [-2.777, -1.032, -0.072], [-3.020, 0.292, 0.242], [-1.435, -1.470, -0.120], [-0.476, -0.555, -0.079], [-2.006, 2.350, 0.341], [-3.491, -1.841, 0.009], [3.201, 0.608, -1.443], [-3.994, 0.569, 0.371], [-1.232, -2.564, -0.280], [1.507, -1.648, 0.030], [3.176, 1.736, 0.042], [3.571, -0.097, 1.487]], "lowdin_charge": [0.75, 0.16, 0.11, 0.02, -0.26, -0.52, -0.45, -0.09, -0.08, -0.05, -0.23, 0.10, 0.10, 0.08, 0.06, 0.13, 0.20, 0.08, -0.12], "multiplicity": 1, "homo_energy_ev": -8.32, "homo_lumo_gap_ev": 8.89}

***

Entry 5:
{"formula": "C8H8N3O", "method": "ωB97M-V with the def2-TZVPD basis set", "symbols": ["O", "N", "N", "N", "C", "C", "C", "C", "C", "C", "C", "C", "H", "H", "H", "H", "H", "H", "H", "H"], "xyz": [[2.797, -1.702, -0.387], [-1.373, -0.523, 0.138], [-3.312, 0.350, 0.623], [2.401, -0.568, -0.120], [-2.005, -0.410, -1.032], [3.254, 0.569, -0.091], [-0.110, -1.181, 0.287], [-3.207, 0.141, -0.703], [0.985, 1.168, -0.009], [-2.170, -0.055, 1.141], [2.429, 1.673, 0.041], [1.007, -0.228, 0.025], [-2.007, -0.743, -2.062], [-4.035, 0.464, -1.298], [-1.618, -0.023, 2.080], [-0.160, -2.044, -0.401], [-0.064, -1.508, 1.391], [2.819, 2.642, 0.144], [4.208, 0.200, -0.139], [0.162, 1.779, 0.372]], "lowdin_charge": [0.26, -0.16, 0.08, -0.09, -0.09, 0.07, -0.07, -0.14, 0.13, -0.14, 0.13, -0.09, 0.14, 0.11, 0.14, 0.16, 0.18, 0.12, 0.12, 0.15], "multiplicity": 1, "homo_energy_ev": [-12.21, -12.18], "charge": 1, "homo_lumo_gap_ev": [3.80, 3.77]}

***

Entry 6:
{"formula": "C8H8N3O2", "method": "ωB97M-V with the def2-TZVPD basis set", "symbols": ["O", "O", "N", "N", "N", "C", "C", "C", "C", "C", "C", "C", "C", "H", "H", "H", "H", "H", "H", "H", "H"], "xyz": [[1.809, 0.210, 2.347], [1.310, 2.456, 2.098], [0.919, -1.355, -0.207], [-2.932, 0.124, 0.663], [1.677, -0.194, -0.410], [-1.839, 0.828, 0.806], [1.784, 0.143, -1.820], [-0.546, 0.353, 0.423], [1.375, 1.263, 1.794], [-2.849, -1.032, -0.016], [-1.644, -1.576, -0.353], [0.715, 0.981, 0.345], [-0.435, -0.964, -0.093], [0.923, 1.940, -0.111], [1.204, -1.766, 0.732], [-1.465, -2.399, -0.890], [-1.873, 1.776, 1.340], [2.103, 1.192, -1.769], [-3.764, -1.465, -0.287], [0.983, 0.023, -2.466], [2.545, -0.538, -2.128]], "lowdin_charge": [-0.07, -0.05, 0.00, 0.03, -0.13, -0.09, -0.11, -0.12, -0.68, -0.17, -0.03, -0.11, -0.19, 0.12, 0.15, 0.06, 0.12, 0.09, 0.08, 0.04, 0.06], "multiplicity": 1, "homo_energy_ev": -4.03, "charge": -1, "homo_lumo_gap_ev": 7.56}

***

Entry 7:
{"formula": "C8H8N3OS", "method": "ωB97M-V with the def2-TZVPD basis set", "symbols": ["S", "O", "N", "N", "N", "C", "C", "C", "C", "C", "C", "C", "C", "H", "H", "H", "H", "H", "H", "H", "H"], "xyz": [[-2.109, 2.038, -0.854], [2.990, -0.725, -0.545], [-1.634, -1.348, -0.927], [-0.717, -1.231, 1.091], [1.815, -0.438, -0.076], [1.707, 0.379, 1.094], [1.694, 1.788, 0.449], [0.659, 2.418, -0.241], [-2.621, -1.655, -0.013], [0.761, -0.860, -0.787], [-2.006, -1.657, 1.221], [-0.728, 2.324, -0.143], [-0.488, -1.059, -0.185], [2.663, 0.200, 1.672], [0.734, 3.332, -0.930], [-2.382, -1.663, 2.208], [0.771, -0.031, 1.716], [0.891, -1.043, -1.826], [-3.774, -1.810, -0.146], [2.706, 2.124, 0.128], [-1.873, -1.380, -1.915]], "lowdin_charge": [0.46, -0.13, 0.07, 0.07, -0.27, -0.17, -0.18, -0.30, -0.15, -0.02, -0.17, -0.73, -0.38, 0.12, 0.11, 0.07, 0.13, 0.12, 0.13, 0.07, 0.14], "multiplicity": 1, "homo_energy_ev": [-1.76, -1.76], "charge": -1, "homo_lumo_gap_ev": [4.98, 4.98]}

***

Entry 8:
{"formula": "C8H8N4", "method": "ωB97M-V with the def2-TZVPD basis set", "symbols": ["N", "N", "N", "N", "C", "C", "C", "C", "C", "C", "C", "C", "H", "H", "H", "H", "H", "H", "H", "H"], "xyz": [[-0.937, 14.767, 7.950], [-3.777, 18.966, 9.210], [-2.618, 12.528, 8.076], [-3.841, 18.668, 12.089], [-3.077, 13.784, 7.677], [-1.372, 12.449, 8.422], [-2.725, 18.435, 11.375], [-4.928, 19.111, 9.956], [-2.762, 18.408, 9.930], [-4.966, 18.920, 11.350], [-0.538, 13.592, 8.320], [-2.276, 14.920, 7.717], [-5.875, 19.393, 9.478], [-5.906, 18.802, 11.903], [-2.606, 15.967, 7.731], [-1.794, 18.189, 11.903], [-1.846, 18.087, 9.417], [-1.146, 11.422, 8.738], [0.528, 13.392, 8.493], [-4.105, 13.803, 7.291]], "lowdin_charge": [0.06, 0.06, 0.05, 0.05, -0.10, -0.15, -0.12, -0.13, -0.13, -0.13, -0.16, -0.12, 0.10, 0.10, 0.10, 0.10, 0.10, 0.11, 0.11, 0.10], "multiplicity": 1, "homo_energy_ev": -9.75, "homo_lumo_gap_ev": 9.86}